1.
An isolated molecule of C5H7N. Source: OMol25; level of theory: the ωB97M-V functional and the def2-TZVPD basis.

Properties
- HOMO level (alpha / beta): -6.7 / -6.7 eV
- E_LUMO (alpha / beta): 0.78 / 0.78 eV
- Orbital gap (alpha / beta): 0.27456 / 0.27468 Ha

```
! wB97M-V def2-TZVPD RIJCOSX def2/J DEFGRID3
* xyz 0 1
H 2.371 1.386 -0.181
H -3.297 -2.043 0.024
H 1.907 -0.527 0.795
C -2.575 -1.267 -0.100
C -0.860 0.662 -0.532
H -1.152 1.488 -1.168
C -1.760 -0.385 -0.269
N 0.443 0.623 -0.173
H 1.139 2.137 -1.400
C 0.832 -0.358 0.852
H 0.296 -1.288 0.671
C 1.388 1.429 -0.622
H 0.556 0.033 1.833
*
```

=====

2.
An isolated molecule of C5H7N. Source: OMol25; level of theory: the ωB97M-V functional and the def2-TZVPD basis.

Properties
- HOMO level: -9.5 eV
- E_LUMO: 0.90 eV
- Orbital gap: 0.38400 Ha
- SMILES string: C#C[C@H](N)C=C

```
! wB97M-V def2-TZVPD RIJCOSX def2/J DEFGRID3
* xyz 0 1
C -1.514 -0.390 -0.227
C 1.054 -0.234 -0.526
H -0.119 0.263 1.218
H 1.878 -1.143 1.231
N -0.318 1.776 -0.186
C -0.232 0.388 0.130
H -3.478 -1.598 -0.213
C -2.588 -1.090 -0.049
H -1.146 2.255 0.151
C 1.943 -1.026 0.097
H 0.398 2.283 0.371
H 1.233 -0.161 -1.688
H 2.890 -1.324 -0.309
*
```

=====

3.
An isolated molecule of C5H7N. Source: OMol25; level of theory: the ωB97M-V functional and the def2-TZVPD basis.

Properties
- HOMO level: -8.9 eV
- E_LUMO: 0.91 eV
- Orbital gap: 0.36140 Ha
- SMILES string: C#C/C(C)=N/C

```
! wB97M-V def2-TZVPD RIJCOSX def2/J DEFGRID3
* xyz 0 1
C -1.328 1.082 -0.465
H -0.391 -0.116 1.982
H 2.167 0.339 -0.652
H 1.789 -1.068 0.345
C -0.532 -0.096 -0.192
C -1.574 2.248 -0.653
H -1.792 3.272 -0.842
N 0.359 -0.275 -1.081
C 1.682 -0.649 -0.666
C -0.685 -0.769 1.153
H -1.747 -0.997 1.274
H -0.127 -1.709 1.216
H 2.177 -1.262 -1.417
*
```

=====

4.
A structure of composition C5H7N. Source: OMol25; level of theory: the ωB97M-V functional and the def2-TZVPD basis.

Properties
- HOMO level (alpha / beta): -7.3 / -10.3 eV
- E_LUMO (alpha / beta): 1.18 / -0.41 eV
- Orbital gap (alpha / beta): 0.31004 / 0.36303 Ha

```
! wB97M-V def2-TZVPD RIJCOSX def2/J DEFGRID3
* xyz 0 3
H 0.720 -0.826 -1.175
C 1.071 0.570 1.245
N 1.008 -0.683 0.970
H -1.037 -1.884 -1.220
C 0.893 1.727 0.264
C 0.217 -0.570 -0.271
H -0.976 -2.323 0.541
C -0.993 -1.518 -0.216
C -0.199 0.842 -0.156
H 0.665 2.690 0.569
H -1.239 1.219 -0.116
H -1.816 -0.878 0.037
H 1.687 1.633 -0.471
*
```

=====

5.
A cluster of 2 separate species, C5H7N2 in total. Source: OMol25; level of theory: the ωB97M-V functional and the def2-TZVPD basis.

Properties
- HOMO level: -11.5 eV
- E_LUMO: -8.08 eV
- Orbital gap: 0.12390 Ha

```
! wB97M-V def2-TZVPD RIJCOSX def2/J DEFGRID3
* xyz 1 1
C 2.987 -0.814 -0.151
C 1.912 1.025 0.216
C 1.705 -0.838 -0.638
H 3.793 0.823 1.031
C -3.853 0.233 0.323
H -3.664 0.150 1.382
N 3.181 0.387 0.366
H 3.508 -1.755 -0.088
H -1.907 0.232 -0.925
H 1.209 -1.627 -1.295
H -4.918 0.131 0.142
H 1.613 1.929 0.668
N 1.046 0.285 -0.320
C -2.835 0.244 -0.442
*
```

=====

6.
The ion C5H7N2 with charge +1. Source: OMol25; level of theory: the ωB97M-V functional and the def2-TZVPD basis.

Properties
- HOMO level: -13.8 eV
- E_LUMO: -7.74 eV
- Orbital gap: 0.22306 Ha

```
! wB97M-V def2-TZVPD RIJCOSX def2/J DEFGRID3
* xyz 1 1
N 1.888 -1.067 1.094
H 1.567 1.709 0.066
C -1.795 -0.135 0.003
C 1.736 0.895 -0.544
H 2.729 0.951 -0.627
H 2.806 -0.838 1.518
N 0.362 -0.900 -0.566
C -2.847 0.137 0.686
C 1.334 -0.425 0.184
H 1.166 1.075 -1.507
C -0.845 -0.713 -0.801
H -3.808 0.606 0.511
H -2.892 -0.009 1.711
H -1.401 -1.285 -1.727
*
```

=====

7.
The ion C5H7N2 with charge +1. Source: OMol25; level of theory: the ωB97M-V functional and the def2-TZVPD basis.

Properties
- HOMO level (alpha / beta): -13.3 / -13.3 eV
- E_LUMO (alpha / beta): -5.83 / -5.83 eV
- Orbital gap (alpha / beta): 0.27606 / 0.27601 Ha

```
! wB97M-V def2-TZVPD RIJCOSX def2/J DEFGRID3
* xyz 1 1
H -0.426 1.459 -1.811
H -0.926 0.129 1.427
C 1.196 -0.216 1.081
C -0.742 0.395 -1.749
N 2.079 -0.463 -0.015
H 1.645 0.535 1.841
N -0.627 -0.215 -0.605
H 0.066 1.429 0.330
H -1.191 -0.124 -2.512
H 1.103 -1.258 1.553
C 3.805 1.037 -0.692
H -1.019 -1.111 -0.485
C 3.111 0.175 -0.133
C -0.209 0.388 0.680
*
```

=====

8.
The ion C5H7N2 with charge +1. Source: OMol25; level of theory: the ωB97M-V functional and the def2-TZVPD basis.

Properties
- HOMO level (alpha / beta): -13.9 / -13.9 eV
- E_LUMO (alpha / beta): -8.44 / -8.46 eV
- Orbital gap (alpha / beta): 0.20066 / 0.19984 Ha

```
! wB97M-V def2-TZVPD RIJCOSX def2/J DEFGRID3
* xyz 1 1
H 0.381 1.647 1.000
C 0.417 0.551 0.937
N -0.849 0.053 0.491
C 1.442 0.069 -0.103
H -1.427 -0.326 -1.586
H 2.062 -0.751 0.292
H 0.638 0.187 1.947
C -3.010 1.013 1.165
N 0.647 -0.331 -1.235
C -0.673 -0.675 -0.871
H -0.840 -1.746 -0.672
H 2.126 0.869 -0.403
H 1.087 -0.860 -1.973
C -2.001 0.301 1.014
*
```

=====

9.
The ion C5H7N2 with charge +1. Source: OMol25; level of theory: the ωB97M-V functional and the def2-TZVPD basis.

Properties
- HOMO level (alpha / beta): -13.4 / -13.3 eV
- E_LUMO (alpha / beta): -6.01 / -6.16 eV
- Orbital gap (alpha / beta): 0.27335 / 0.26357 Ha

```
! wB97M-V def2-TZVPD RIJCOSX def2/J DEFGRID3
* xyz 1 1
H 1.292 -1.012 0.977
H 1.569 -1.197 -0.847
H -3.594 -0.418 0.052
C -1.579 -1.191 -0.005
N -2.528 -0.263 0.100
C 0.023 0.135 0.051
H 2.530 1.024 0.780
C 1.394 -0.520 0.049
H -1.333 -2.166 -0.245
H -0.360 2.366 0.026
C -0.671 1.246 0.107
H 2.749 0.742 -0.908
C -1.975 0.904 -0.129
N 2.483 0.349 -0.008
*
```

=====

10.
A cluster of 2 separate species, C5H7N2 in total. Source: OMol25; level of theory: the ωB97M-V functional and the def2-TZVPD basis.

Properties
- HOMO level (alpha / beta): -13.4 / -13.4 eV
- E_LUMO (alpha / beta): -6.11 / -6.11 eV
- Orbital gap (alpha / beta): 0.26933 / 0.26931 Ha

```
! wB97M-V def2-TZVPD RIJCOSX def2/J DEFGRID3
* xyz 1 1
H 1.572 -0.839 -2.591
C -0.168 1.725 1.157
C -2.062 0.534 -1.717
C -0.313 -0.301 0.186
C 1.488 -0.691 -1.557
H -0.836 2.209 0.470
H -1.199 -1.374 1.763
N 0.378 -0.395 -0.992
N -0.541 -1.251 1.031
H 2.240 -1.179 -0.834
C -0.967 0.136 -1.240
H -0.564 1.642 2.187
H 0.909 1.805 1.148
H 0.063 -2.021 0.990
*
```

=====

11.
A cluster of 2 separate species, C5H7N2 in total. Source: OMol25; level of theory: the ωB97M-V functional and the def2-TZVPD basis.

Properties
- HOMO level: -13.7 eV
- E_LUMO: -5.56 eV
- Orbital gap: 0.29855 Ha

```
! wB97M-V def2-TZVPD RIJCOSX def2/J DEFGRID3
* xyz 1 1
H -1.013 -4.598 -0.662
H 0.419 -0.673 1.634
N -0.654 -3.666 -0.636
C -0.474 -2.524 -0.514
N 0.411 2.812 0.249
H 1.006 3.027 1.035
C -0.525 0.319 -0.118
C -0.073 -1.236 -0.508
C -0.387 -0.158 -1.448
H 0.929 2.998 -0.598
H 1.573 -0.092 0.360
C 0.563 -0.406 0.589
H -1.397 0.750 0.343
H -0.378 3.446 0.274
*
```

=====

12.
The ion C5H7N2 with charge +1. Source: OMol25; level of theory: the ωB97M-V functional and the def2-TZVPD basis.

Properties
- HOMO level: -15.7 eV
- E_LUMO: -5.39 eV
- Orbital gap: 0.37722 Ha
- SMILES string: CCC=[N+]=c1cn1

```
! wB97M-V def2-TZVPD RIJCOSX def2/J DEFGRID3
* xyz 1 1
H -0.832 -0.665 -1.707
C -1.312 0.473 0.068
N 2.900 -0.630 -0.277
H -1.662 0.303 1.100
H -0.277 2.308 0.636
H -2.118 1.071 -0.383
H -2.080 -1.374 -0.695
C -1.135 -0.840 -0.676
N 0.995 1.125 -0.355
H -0.401 -1.489 -0.203
H 2.093 -1.130 1.751
C -0.126 1.321 0.201
C 2.154 -0.664 0.789
C 1.803 0.191 -0.248
*
```

=====

13.
The ion C5H7N2O with charge +1. Source: OMol25; level of theory: the ωB97M-V functional and the def2-TZVPD basis.

Properties
- HOMO level (alpha / beta): -13.9 / -13.9 eV
- E_LUMO (alpha / beta): -7.42 / -7.38 eV
- Orbital gap (alpha / beta): 0.23829 / 0.24035 Ha

```
! wB97M-V def2-TZVPD RIJCOSX def2/J DEFGRID3
* xyz 1 1
N -0.127 -1.215 -0.203
N -2.394 -0.986 0.062
H 0.000 2.071 1.419
C 0.864 1.108 -0.335
C -1.283 -1.505 0.184
O -2.513 0.948 -0.237
H 1.420 -0.300 1.127
H -3.310 -1.529 0.224
H -1.461 -2.627 0.474
C -0.262 1.704 0.431
H 1.870 -0.849 -0.505
H 0.719 1.127 -1.514
C 1.006 -0.468 0.074
H 1.808 1.536 -0.219
C -1.535 1.481 0.100
*
```

=====

14.
The ion C5H7N2O with charge +1. Source: OMol25; level of theory: the ωB97M-V functional and the def2-TZVPD basis.

Properties
- HOMO level: -11.1 eV
- E_LUMO: -6.62 eV
- Orbital gap: 0.16350 Ha

```
! wB97M-V def2-TZVPD RIJCOSX def2/J DEFGRID3
* xyz 1 1
N -0.787 -0.183 0.336
C -2.625 0.985 -0.195
O 1.379 -0.327 -0.506
C 0.544 -0.493 0.774
H 2.132 1.682 -0.644
N -2.670 -0.285 -0.764
C 1.939 0.691 -0.983
C -1.534 1.138 0.582
H 0.505 -1.620 1.142
H 2.135 0.554 -2.066
H 0.846 0.234 1.598
H -1.684 -2.031 -0.802
C -1.624 -0.963 -0.361
H -0.824 1.911 0.951
H -3.346 -0.573 -1.467
*
```

=====

15.
The ion C5H7N2O with charge +1. Source: OMol25; level of theory: the ωB97M-V functional and the def2-TZVPD basis.

Properties
- HOMO level: -13.9 eV
- E_LUMO: -4.71 eV
- Orbital gap: 0.33806 Ha
- SMILES string: N[C@@H]1[NH+]=C=CC=CO1

```
! wB97M-V def2-TZVPD RIJCOSX def2/J DEFGRID3
* xyz 1 1
H 1.126 2.541 1.633
C -0.049 -1.940 -0.662
C 0.782 -1.277 0.219
O 1.076 0.001 0.490
H 0.255 1.354 -0.822
H -1.607 -1.543 -2.148
C 0.311 1.099 0.196
H -1.234 0.418 1.571
H 1.646 -1.770 0.708
H 0.028 -3.091 -0.914
C -1.498 -0.344 -0.302
N 0.587 2.323 0.791
N -1.161 0.569 0.514
H 0.942 2.827 -0.007
C -1.203 -1.166 -1.266
*
```

=====

16.
A cluster of 2 separate species, C5H7N2O2 in total. Source: OMol25; level of theory: the ωB97M-V functional and the def2-TZVPD basis.

Properties
- HOMO level: -3.6 eV
- E_LUMO: 3.97 eV
- Orbital gap: 0.27895 Ha

```
! wB97M-V def2-TZVPD RIJCOSX def2/J DEFGRID3
* xyz -1 1
O -0.603 1.951 -0.475
N 2.066 1.643 0.760
H 1.518 -0.867 0.589
C -1.785 0.306 0.787
H -1.850 0.182 1.816
H 0.660 -0.515 -0.889
H 2.328 1.520 -1.067
C 1.917 0.965 -0.294
O -3.337 -1.555 0.308
H 1.759 1.102 1.567
N -1.414 -1.324 -0.834
H -1.659 -2.278 -1.130
C 1.589 -0.470 -0.390
H 2.248 -0.950 -1.013
C -1.133 1.234 0.233
C -2.303 -0.945 0.031
*
```

=====

17.
A cluster of 2 separate species, C5H7N2O2S2 in total. Source: OMol25; level of theory: the ωB97M-V functional and the def2-TZVPD basis.

Properties
- HOMO level: -4.0 eV
- E_LUMO: 3.28 eV
- Orbital gap: 0.26643 Ha

```
! wB97M-V def2-TZVPD RIJCOSX def2/J DEFGRID3
* xyz -1 1
H 0.343 2.027 -0.770
S 1.497 0.508 -1.190
C -1.483 1.568 -0.007
H -1.873 -1.843 1.387
H 1.070 -2.820 -0.197
C -0.824 -0.732 -0.261
C 2.584 1.104 0.696
C 0.382 -0.834 -0.786
S -2.967 1.772 0.503
O 2.722 2.275 0.715
O 2.837 0.091 1.168
H -0.384 3.409 0.105
H -1.860 -2.549 -0.195
H -2.814 -0.943 0.387
N 1.081 -2.013 -0.821
H 2.025 -1.794 -0.898
C -1.858 -1.584 0.272
N -0.476 2.359 -0.108
*
```

=====

18.
An isolated molecule of C5H7N2P. Source: OMol25; level of theory: the ωB97M-V functional and the def2-TZVPD basis.

Properties
- HOMO level: -9.5 eV
- E_LUMO: 0.67 eV
- Orbital gap: 0.37381 Ha
- SMILES string: [H]/N=C1\PCC[C@H]1C#N

```
! wB97M-V def2-TZVPD RIJCOSX def2/J DEFGRID3
* xyz 0 1
C 1.242 0.270 -0.451
H -0.256 0.530 2.104
C -0.616 0.436 1.130
C 0.167 1.198 0.007
H 0.663 2.061 0.499
C 0.789 -1.386 -0.171
N 3.452 0.720 0.693
H 1.210 -3.338 -0.364
H 1.637 0.417 -1.517
H -0.553 1.411 -0.756
H -1.595 -1.443 -0.213
N 1.548 -2.321 -0.494
H -1.685 0.725 1.129
P -0.734 -1.518 0.927
C 2.522 0.443 0.127
*
```

=====

F_max for every record listed, in sequence, given in eV/A: 0.4; 8.7; 0.6; 3.9; 4.3; 4.2; 5.1; 6.7; 6.4; 6.5; 3.7; 3.4; 6.5; 3.9; 3.5; 3.6; 4.7; 4.2.
Energy relative to the best compared isomer or geometry (same formula, charge and spin) for every record listed, in sequence, given in eV: 3.946; 3.799; 3.177; 0.974; 6.323; 7.501; 8.286; 7.940; 8.692; 10.894; 6.997; 5.307; 6.572; 5.846; 3.427; 3.246; 1.854; 1.605.
E_tot for every record listed, in sequence, given in eV: -6784.5667; -6784.7133; -6785.3358; -6782.6206; -8266.4544; -8265.2762; -8264.4916; -8264.8368; -8264.0852; -8261.8837; -8265.7799; -8267.4699; -10312.0586; -10312.7855; -10315.2045; -12372.5693; -34042.3267; -17565.1150.